Record 1
The following is a DFT calculation (ωB97M-V with the def2-TZVPD basis set) of 2 unconnected molecules or ions with the total composition C4H13NO2.

Results
HOMO (spin up / spin down) = -15.143 / -15.110 eV
Spin multiplicity = 2
Relative energy (zero: lowest compared OMol25 entry of this formula, charge and spin) = 110.71 kJ/mol
Energy = -9935.008 eV
Maximum force = 0.047 Eh/bohr
Net charge = +1

Geometry as XYZ:
```
20
C4H13NO2 (ωB97M-V with the def2-TZVPD basis set)
C 2.056 -0.033 0.829
N 1.395 -1.148 0.181
C -0.026 -1.192 0.351
C -0.774 -0.903 -1.017
C -2.256 -0.958 -0.732
O -0.341 0.318 -1.514
H 1.703 0.895 0.353
H 1.686 -0.053 1.851
H 3.131 -0.068 0.820
H 1.649 -1.247 -0.810
H -0.374 -0.413 1.035
H -0.333 -2.179 0.687
H -0.463 -1.693 -1.703
H -2.803 -1.055 -1.662
H -2.618 0.004 -0.346
H -2.576 -1.760 -0.078
H -0.464 1.004 -0.836
H 0.498 3.435 1.645
H 0.829 3.538 0.167
O 0.081 3.508 0.779
```

natural (NBO) population analysis, charges in e, atoms 1 to 6: C -0.465; N -0.121; C -0.308; C 0.126; C -0.656; O -0.684


Record 2
The following is a DFT calculation (ωB97M-V with the def2-TZVPD basis set) of 2 unconnected molecules or ions with the total composition C4H13NO2S.

Results
HOMO (spin up / spin down) = 0.748 / -5.569 eV
Spin multiplicity = 2
Relative energy (zero: lowest compared OMol25 entry of this formula, charge and spin) = 183.31 kJ/mol
Energy = -20776.204 eV
Maximum force = 0.083 Eh/bohr
Net charge = -1

Geometry as XYZ:
```
21
C4H13NO2S (ωB97M-V with the def2-TZVPD basis set)
C 0.021 -1.297 -0.513
N 0.589 -0.799 0.701
C 1.054 -1.842 1.535
O 1.898 -1.094 2.364
C -0.370 -0.050 -1.429
C -1.826 0.224 -1.777
S -2.554 1.657 -0.997
H -0.755 -2.155 -0.422
H 0.814 -1.926 -1.091
H -0.022 -0.037 1.159
H 0.254 -2.428 1.991
H 1.543 -2.733 0.870
H 1.497 -0.860 3.192
H 0.074 0.876 -0.985
H 0.100 -0.024 -2.425
H -2.025 0.373 -2.858
H -2.437 -0.722 -1.631
H -1.952 1.586 0.220
H 2.343 0.973 0.798
H 3.528 1.255 0.002
O 3.166 1.431 0.802
```

natural (NBO) population analysis, charges in e, atoms 1 to 6: C -0.225; N -0.749; C -0.023; O -0.815; C -0.452; C -0.554


Record 3
The following is a DFT calculation (ωB97M-V with the def2-TZVPD basis set) of 2 unconnected molecules or ions with the total composition C4H13NO3.

Results
HOMO = -9.691 eV
Relative energy (zero: lowest compared OMol25 entry of this formula, charge and spin) = 243.95 kJ/mol
Energy = -11989.943 eV
Maximum force = 0.052 Eh/bohr
SMILES = COCN.COCO
Net charge = 0

Geometry as XYZ:
```
21
C4H13NO3 (ωB97M-V with the def2-TZVPD basis set)
C 1.528 -0.637 1.960
O 0.509 -0.820 1.012
C 0.719 -1.965 0.175
N -0.317 -2.112 -0.786
H 2.502 -0.483 1.476
H 1.269 0.247 2.540
H 1.609 -1.500 2.633
H 0.768 -2.864 0.809
H 1.682 -1.857 -0.348
H -1.213 -2.226 -0.325
H -0.364 -1.291 -1.385
C -1.626 1.627 0.300
O -1.280 2.179 -0.963
C -0.012 1.728 -1.480
O -0.363 0.607 -2.216
H -2.578 2.068 0.589
H -0.869 1.865 1.055
H -1.683 0.537 0.230
H 0.345 2.546 -2.125
H 0.692 1.426 -0.693
H -1.319 0.924 -2.458
```

natural (NBO) population analysis, charges in e, atoms 1 to 6: C -0.253; O -0.572; C 0.092; N -0.842; H 0.163; H 0.191


Record 4
The following is a DFT calculation (ωB97M-V with the def2-TZVPD basis set) of 2 unconnected molecules or ions with the total composition C4H13NO3.

Results
HOMO = -8.901 eV
Relative energy (zero: lowest compared OMol25 entry of this formula, charge and spin) = 287.31 kJ/mol
Energy = -11989.494 eV
Maximum force = 0.071 Eh/bohr
SMILES = C[C@H](CO)NCO.O
Net charge = 0

Geometry as XYZ:
```
21
C4H13NO3 (ωB97M-V with the def2-TZVPD basis set)
C 0.654 2.187 0.183
C -0.105 1.003 0.913
C 0.842 0.673 2.126
O 0.947 1.916 2.898
N -0.351 -0.171 0.122
C -1.445 0.037 -0.828
O -0.941 -0.081 -2.140
H 0.785 2.106 -0.873
H 0.010 3.031 0.296
H 1.646 2.306 0.547
H -1.025 1.340 1.425
H 1.856 0.449 1.803
H 0.429 -0.047 2.857
H 0.118 2.394 2.805
H 0.554 -0.503 -0.268
H -2.035 -0.884 -0.638
H -2.213 0.740 -0.533
H -0.711 0.688 -2.668
O 0.614 -5.911 -2.866
H 0.058 -5.194 -3.194
H 0.314 -6.079 -1.967
```

natural (NBO) population analysis, charges in e, atoms 1 to 6: C -0.654; C -0.055; C -0.062; O -0.736; N -0.656; C 0.078